Entry 1:
Computed, not measured: a cluster of 9 separate species, C21H62NO9S8 in total, with ωB97M-V/def2-TZVPD.

For the highest occupied orbital energy, the calculation gives -10.38 eV. As for the gap between HOMO and LUMO: 8.52 eV. The charge is +1. Its LUMO energy is -1.865 eV. The value obtained for the energy above the lowest of the compared OMol25 structures with the same formula, charge and spin is 2.310 eV. The value obtained for the molar mass is 729.261 g mol⁻¹.

Atoms and positions in Å:
1 C 0.406 1.846 -1.489
2 N -0.428 0.821 -0.789
3 C -1.726 1.379 -0.474
4 C -0.607 -0.395 -1.734
5 C 0.328 0.505 0.415
6 C -0.136 -0.690 1.284
7 O 0.344 -0.832 2.601
8 H 1.423 1.496 -1.654
9 H 0.417 2.523 -0.699
10 H 0.116 2.378 -2.442
11 H -1.590 2.170 0.284
12 H -2.339 0.702 -0.086
13 H -2.275 1.912 -1.298
14 H -0.784 -0.094 -2.791
15 H -1.240 -1.190 -1.353
16 H 0.392 -0.972 -1.820
17 H 0.193 1.247 1.295
18 H 1.330 0.282 0.092
19 H 0.243 -1.585 0.760
20 H -1.252 -0.852 1.133
21 H -0.169 -1.746 2.773
22 C -2.197 -4.226 -3.276
23 S -1.266 -3.672 -4.724
24 O -1.344 -2.193 -4.746
25 C 0.306 -4.054 -4.093
26 H -2.046 -5.394 -3.189
27 H -3.225 -3.818 -3.527
28 H -1.878 -3.649 -2.167
29 H 1.118 -4.067 -4.843
30 H 0.380 -5.047 -3.732
31 H 0.671 -3.433 -3.131
32 C 4.222 1.297 2.793
33 S 4.373 2.264 1.360
34 O 2.951 2.706 0.870
35 C 5.110 3.782 2.093
36 H 5.187 0.851 3.034
37 H 3.461 0.604 2.584
38 H 3.917 1.829 3.655
39 H 5.132 3.841 3.205
40 H 4.705 4.794 1.821
41 H 6.142 3.600 1.731
42 C -2.618 0.924 3.486
43 S -2.520 1.454 5.237
44 O -3.978 1.850 5.618
45 C -2.505 -0.299 5.789
46 H -3.371 0.503 3.240
47 H -1.781 0.296 3.043
48 H -2.883 1.640 2.867
49 H -3.383 -0.774 5.329
50 H -2.679 -0.309 6.860
51 H -1.341 -0.693 5.577
52 C 3.874 3.639 -2.833
53 S 3.732 3.568 -4.610
54 O 2.332 2.944 -4.861
55 C 3.585 5.283 -4.907
56 H 3.540 2.614 -2.504
57 H 3.212 4.309 -2.213
58 H 4.943 3.956 -2.568
59 H 2.844 5.853 -4.408
60 H 3.324 5.400 -5.817
61 H 4.621 5.757 -4.815
62 C 0.035 -4.600 5.091
63 S -1.431 -3.880 4.631
64 O -1.111 -2.921 3.499
65 C -2.011 -5.376 3.775
66 H -0.190 -5.423 5.792
67 H 0.517 -4.003 6.007
68 H 0.855 -4.832 4.372
69 H -2.636 -5.050 2.790
70 H -2.343 -6.257 4.316
71 H -1.002 -5.775 3.595
72 C -2.573 6.356 -2.904
73 S -1.171 5.242 -2.997
74 O -1.248 4.406 -1.715
75 C -1.907 4.085 -4.270
76 H -2.540 7.000 -3.793
77 H -2.502 6.841 -2.206
78 H -3.534 5.709 -2.853
79 H -2.801 3.649 -3.656
80 H -1.226 3.310 -4.639
81 H -2.163 4.561 -5.146
82 C 2.770 -3.260 1.080
83 S 3.484 -2.782 -0.548
84 O 2.441 -2.195 -1.470
85 C 4.550 -1.485 -0.128
86 H 1.958 -3.910 1.073
87 H 2.319 -2.265 1.549
88 H 3.425 -3.493 1.865
89 H 3.832 -0.646 0.183
90 H 5.063 -1.267 -1.000
91 H 5.080 -2.070 0.485
92 C -3.324 -2.843 0.885
93 S -4.788 -1.864 0.628
94 O -4.546 -0.362 0.902
95 C -4.941 -1.979 -1.156
96 H -3.235 -3.898 0.888
97 H -3.080 -2.978 1.871
98 H -2.366 -2.652 0.253
99 H -4.759 -3.104 -1.258
100 H -4.357 -1.119 -1.579
101 H -5.860 -1.747 -1.413

=====

Entry 2:
Computed, not measured: a cluster of 10 separate species, C21H62O10 in total, with ωB97M-V/def2-TZVPD.

For the highest occupied orbital energy, the calculation gives -9.67 eV. As for the gap between HOMO and LUMO: 10.14 eV. As for the structure (SMILES): CC(C)O.CC(C)O.CC(C)O.CC(C)O.CC(C)O.CC(C)O.CC(C)O.O.O.O. Its LUMO energy is 0.469 eV. The value obtained for the energy above the lowest of the compared OMol25 structures with the same formula, charge and spin is 1.247 eV. The value obtained for the molar mass is 474.717 g mol⁻¹.

Atoms and positions in Å:
1 C -2.809 1.544 -3.662
2 C -1.886 0.546 -4.450
3 C -2.553 -0.814 -4.754
4 O -1.361 1.126 -5.685
5 H -3.673 1.865 -4.314
6 H -2.344 2.504 -3.423
7 H -3.320 1.129 -2.762
8 H -0.991 0.308 -3.841
9 H -3.383 -0.565 -5.393
10 H -2.814 -1.372 -3.858
11 H -1.888 -1.471 -5.297
12 H -0.560 1.625 -5.382
13 C 2.507 -3.898 -1.930
14 C 3.188 -2.725 -2.625
15 C 4.483 -3.095 -3.390
16 O 2.315 -2.152 -3.560
17 H 2.295 -4.683 -2.660
18 H 1.584 -3.557 -1.425
19 H 3.150 -4.346 -1.164
20 H 3.439 -1.975 -1.875
21 H 4.869 -2.145 -3.889
22 H 4.260 -3.823 -4.124
23 H 5.255 -3.412 -2.682
24 H 1.454 -2.006 -3.209
25 C -2.004 -2.627 5.532
26 C -2.260 -1.697 4.322
27 C -2.869 -0.370 4.696
28 O -1.013 -1.336 3.771
29 H -1.428 -2.171 6.336
30 H -1.470 -3.544 5.354
31 H -2.935 -2.940 6.013
32 H -2.989 -2.143 3.592
33 H -2.866 0.363 3.843
34 H -2.383 0.043 5.591
35 H -3.916 -0.528 4.917
36 H -0.597 -2.136 3.422
37 C -1.189 -5.129 1.299
38 C -0.136 -4.858 2.440
39 C 1.071 -5.758 2.255
40 O 0.242 -3.487 2.319
41 H -0.822 -5.084 0.235
42 H -2.037 -4.477 1.342
43 H -1.668 -6.128 1.349
44 H -0.556 -4.971 3.471
45 H 0.707 -6.773 2.418
46 H 1.780 -5.585 3.062
47 H 1.536 -5.758 1.260
48 H 0.954 -3.483 1.692
49 C -0.985 4.886 1.828
50 C -2.122 4.519 2.800
51 C -3.529 5.030 2.344
52 O -2.125 3.146 3.103
53 H -1.427 4.821 0.789
54 H -0.249 4.152 1.920
55 H -0.529 5.857 1.983
56 H -1.865 5.076 3.677
57 H -3.463 6.063 2.030
58 H -4.180 4.992 3.264
59 H -3.962 4.380 1.598
60 H -1.235 2.984 3.499
61 C 2.216 3.732 -2.999
62 C 2.301 2.782 -4.202
63 C 2.770 1.450 -3.702
64 O 1.068 2.745 -5.043
65 H 1.205 3.792 -2.564
66 H 2.429 4.780 -3.262
67 H 2.874 3.447 -2.200
68 H 3.121 3.188 -4.852
69 H 3.527 1.664 -2.975
70 H 3.244 0.812 -4.477
71 H 1.963 0.924 -3.175
72 H 1.357 2.497 -5.920
73 C -0.029 -0.483 -0.423
74 C -0.295 0.958 -0.187
75 C -1.648 0.995 0.487
76 O 0.759 1.453 0.617
77 H 0.903 -0.704 -0.882
78 H -0.924 -0.948 -0.853
79 H 0.054 -0.837 0.605
80 H -0.317 1.595 -1.032
81 H -2.459 0.836 -0.196
82 H -1.881 1.949 0.891
83 H -1.784 0.268 1.293
84 H 0.620 1.543 1.617
85 O 0.293 1.210 3.560
86 H 1.253 1.346 3.410
87 H 0.363 0.280 3.864
88 O 3.145 1.401 2.473
89 H 3.931 1.557 2.961
90 H 3.298 2.023 1.760
91 O 2.950 3.055 0.484
92 H 2.924 3.991 0.632
93 H 2.070 2.764 0.277

=====

Entry 3:
Computed, not measured: a structure of composition C21H64BrClNNbO11PS, with ωB97M-V/def2-TZVPD.

For the highest occupied orbital energy, the calculation gives -4.48 eV. As for the gap between HOMO and LUMO: 6.25 eV. The charge is -1. Its LUMO energy is 1.774 eV. The value obtained for the molar mass is 778.043 g mol⁻¹.

Atoms and positions in Å:
1 C -1.201 2.849 -4.804
2 C -1.743 2.847 -3.372
3 C -2.273 1.507 -2.941
4 O -2.755 0.694 -3.709
5 O -2.285 1.315 -1.606
6 C -0.966 1.079 -0.974
7 C -0.450 -0.320 -1.157
8 Nb 1.734 -0.906 -0.831
9 C 0.883 -2.957 -0.461
10 N 1.994 -3.849 -0.752
11 C 1.769 -0.671 1.400
12 C 0.542 -0.128 2.127
13 C 0.381 -0.615 3.562
14 Br 0.636 1.842 2.199
15 P 1.786 -1.684 -3.361
16 S 3.517 -2.584 -3.868
17 C 2.284 1.318 -1.240
18 Cl 1.641 1.947 -2.817
19 C 3.804 1.460 -1.221
20 C 4.343 2.829 -1.638
21 H -0.705 1.894 -5.012
22 H -0.437 3.625 -4.920
23 H -1.993 3.020 -5.531
24 H -1.007 3.211 -2.658
25 H -2.613 3.514 -3.285
26 H -1.178 1.293 0.078
27 H -0.279 1.839 -1.335
28 H -0.975 -0.990 -0.455
29 H -0.754 -0.674 -2.158
30 H 3.515 -1.320 -0.701
31 H 0.061 -3.136 -1.159
32 H 0.471 -3.091 0.545
33 H 2.907 -3.470 -0.488
34 H 2.071 -4.011 -1.751
35 H 2.632 -0.019 1.606
36 H 2.013 -1.645 1.854
37 H -0.373 -0.352 1.577
38 H 1.355 -0.724 4.046
39 H -0.224 0.072 4.159
40 H -0.144 -1.578 3.562
41 H 1.508 -0.657 -4.283
42 H 0.718 -2.551 -3.674
43 H 1.883 1.986 -0.469
44 H 4.122 1.234 -0.196
45 H 4.260 0.690 -1.859
46 H 3.798 3.649 -1.157
47 H 5.401 2.917 -1.361
48 H 4.274 2.957 -2.725
49 C -2.039 -5.699 -0.337
50 O -2.073 -4.278 -0.333
51 H -1.533 -5.999 0.577
52 H -3.050 -6.118 -0.343
53 H -1.484 -6.100 -1.189
54 H -2.506 -3.979 -1.137
55 C -1.837 4.931 -7.808
56 O -0.972 5.652 -6.929
57 H -2.514 4.343 -7.198
58 H -2.419 5.620 -8.429
59 H -1.271 4.251 -8.447
60 H -0.372 6.155 -7.482
61 C -4.095 3.591 0.447
62 O -3.191 4.254 1.328
63 H -4.726 4.362 0.009
64 H -3.575 3.064 -0.355
65 H -4.735 2.879 0.977
66 H -2.604 3.592 1.700
67 C 0.789 0.791 7.214
68 O -0.212 -0.176 6.934
69 H 1.755 0.346 6.986
70 H 0.660 1.687 6.604
71 H 0.774 1.087 8.269
72 H -1.062 0.246 7.094
73 C -0.855 1.056 -8.774
74 O -1.506 1.417 -7.568
75 H -0.921 1.917 -9.437
76 H 0.202 0.819 -8.618
77 H -1.334 0.204 -9.268
78 H -1.456 0.678 -6.955
79 C -5.412 -5.613 1.735
80 O -4.634 -4.670 2.454
81 H -6.174 -5.991 2.413
82 H -5.912 -5.157 0.875
83 H -4.808 -6.457 1.390
84 H -3.952 -4.326 1.868
85 C -1.398 3.028 5.091
86 O -2.040 2.403 6.209
87 H -0.422 3.363 5.431
88 H -1.254 2.331 4.265
89 H -1.966 3.895 4.745
90 H -2.906 2.105 5.922
91 C 6.103 -4.169 0.455
92 O 5.032 -3.354 0.021
93 H 5.693 -5.163 0.615
94 H 6.897 -4.242 -0.295
95 H 6.538 -3.820 1.398
96 H 5.349 -2.461 -0.134
97 C 1.915 -1.025 10.344
98 O 0.498 -1.116 10.305
99 H 2.233 -1.473 11.282
100 H 2.371 -1.577 9.518
101 H 2.262 0.012 10.319
102 H 0.193 -0.766 9.462